No. 1
{"formula": "C6H10O2", "method": "ωB97M-V/def2-TZVPD", "e_tot_ha": -384.95166, "smiles": "COC1(C)CC(=O)C1", "e_homo_ev": -9.18, "species": ["C", "O", "C", "C", "C", "C", "O", "C", "H", "H", "H", "H", "H", "H", "H", "H", "H", "H"], "xyz": [[1.58213, -1.45999, -0.03844], [1.44710, -0.00423, 0.12074], [0.24353, 0.40513, 0.00561], [0.18501, 1.86716, -0.32453], [-0.62112, 0.13811, 1.21627], [-1.66280, -0.51951, 0.13219], [-2.88305, -0.57234, -0.01884], [-0.76063, -0.34627, -0.99343], [0.94043, -1.93809, 0.91898], [2.57910, -1.56983, 0.23219], [1.26473, -1.76812, -1.10682], [0.84407, 2.33639, 0.50968], [0.50319, 1.89114, -1.27660], [-0.76718, 2.34785, -0.15300], [-1.09694, 0.95209, 1.85493], [-0.27870, -0.48530, 2.12205], [-1.07627, -0.01827, -2.00589], [-0.44259, -1.25592, -1.19506]], "forces_ev_per_angstrom": [[-2.90, 0.80, 1.81], [5.38, -3.15, -0.88], [-5.70, 2.24, -0.70], [0.71, 0.59, 5.00], [-3.00, -1.99, 2.54], [-3.67, 2.54, 0.24], [1.98, -0.58, 1.63], [0.52, 2.86, 0.31], [1.39, 0.72, -3.02], [1.83, -0.85, -0.13], [0.86, 0.14, 2.12], [-0.52, -0.29, -1.91], [1.46, 1.24, -3.29], [-0.48, -0.30, -0.38], [0.43, -0.37, -1.57], [0.03, 0.21, -1.89], [-0.22, 0.66, 1.01], [1.90, -4.47, -0.91]]}

***

No. 2
{"formula": "C6H10O2", "method": "ωB97M-V/def2-TZVPD", "e_tot_ha": -384.73316, "e_homo_ev": -8.82, "species": ["C", "C", "C", "C", "C", "C", "H", "H", "H", "H", "H", "H", "H", "H", "H", "H", "O", "O"], "xyz": [[2.59024, 0.61250, -0.30927], [1.52557, -0.67359, -0.02695], [0.31835, -0.45036, 0.80164], [-1.05833, -0.95252, 0.46528], [-2.72010, 0.21048, -0.36584], [-0.62503, 0.51035, 0.32837], [2.83661, 0.58433, -1.63734], [1.69059, 1.41332, -0.37280], [3.86315, 0.80000, 0.42448], [2.20651, -1.43515, 0.42671], [1.51606, -1.19998, -1.14934], [0.46383, -0.21843, 1.95393], [-1.51105, -1.12493, 1.50740], [-3.73031, 0.11408, 0.16785], [-2.96517, 0.83972, -1.37390], [-0.46988, 0.75192, -0.73136], [-2.00960, -0.91664, -0.63071], [-1.92142, 1.13489, 0.52184]], "forces_ev_per_angstrom": [[-0.94, 0.47, -2.74], [5.37, -1.25, -2.81], [2.06, 0.75, 2.45], [-1.16, 0.07, 1.60], [-2.52, 4.35, -0.67], [-3.06, 1.96, -2.44], [-0.18, -0.10, 4.40], [3.01, -0.59, 0.85], [-4.67, -0.50, -2.26], [-0.90, 0.36, 0.22], [-1.28, 1.64, 2.95], [-0.01, -1.90, -2.05], [-0.12, 0.29, -2.00], [1.46, -0.40, -0.50], [0.76, -1.69, 2.00], [0.58, -0.55, 0.09], [1.27, -2.34, 0.56], [0.32, -0.58, 0.35]]}

***

No. 3
{"formula": "C6H10O2P", "method": "ωB97M-V/def2-TZVPD", "e_tot_ha": -726.51153, "smiles": "O=[P@@H]([O-])C1=CCCCC1", "e_homo_ev": -4.34, "charge": -1, "species": ["O", "P", "O", "C", "C", "C", "C", "C", "C", "H", "H", "H", "H", "H", "H", "H", "H", "H", "H"], "xyz": [[1.81314, 0.91016, 2.25808], [0.31542, 1.14204, 2.39844], [-0.15498, 2.55027, 2.48330], [-0.22951, 0.25247, 0.89388], [-0.34181, -1.13758, 0.79167], [-0.33540, -1.75399, -0.59745], [-0.30395, -0.70730, -1.74753], [0.44723, 0.49615, -1.47451], [-0.04306, 1.22644, -0.23804], [-0.23523, 0.31866, 3.49822], [-0.62834, -1.68947, 1.73647], [0.37373, -2.54312, -0.52873], [-1.21261, -2.36558, -0.73528], [0.18085, -1.19796, -2.77996], [-1.36775, -0.54643, -1.88951], [0.51551, 1.22819, -2.39107], [1.46329, 0.09452, -1.31132], [-0.92226, 1.83365, -0.50621], [0.66575, 1.88889, 0.13954]], "forces_ev_per_angstrom": [[-0.88, 0.02, 0.52], [1.56, -1.11, 0.58], [-0.80, 0.12, 0.06], [-0.71, -2.45, 0.61], [-1.02, 3.84, 0.22], [-0.54, 0.21, 1.01], [-0.15, -3.64, -2.51], [2.02, 2.39, -0.88], [-0.70, -1.55, -1.09], [0.29, 0.52, -0.62], [0.83, 0.29, -1.28], [1.58, -0.38, -0.69], [-0.87, -0.06, -0.09], [-1.55, 0.91, 2.54], [-0.20, 0.43, -0.61], [-0.22, -1.40, 1.50], [0.06, 0.75, 0.14], [-0.09, -0.38, 0.46], [1.38, 1.49, 0.14]]}

***

No. 4
{"formula": "C6H10O2S", "method": "ωB97M-V/def2-TZVPD", "e_tot_ha": -783.16555, "smiles": "OC1(SC2(O)CC2)CC1", "e_homo_ev": -8.75, "species": ["O", "C", "S", "C", "O", "C", "C", "C", "C", "H", "H", "H", "H", "H", "H", "H", "H", "H", "H"], "xyz": [[0.29360, 0.73629, 2.08399], [-0.21243, 1.17258, 0.87993], [-1.10308, 0.05734, -0.27639], [0.13423, -1.28786, -0.66703], [1.46000, -0.73205, -0.54009], [-0.31305, -2.62455, -0.29282], [-0.29950, -2.17732, -1.79251], [0.77417, 1.94820, 0.09079], [-0.48337, 2.60591, 0.66089], [-0.29743, 0.79497, 2.83058], [1.34679, -0.01594, 0.07483], [-1.39836, -2.54767, 0.04890], [0.32584, -3.25893, 0.32577], [0.39655, -2.67196, -2.33914], [-1.28804, -2.04184, -2.25149], [0.74942, 1.70108, -0.98600], [1.73238, 2.29118, 0.48802], [-0.46570, 3.12511, 1.60310], [-1.35204, 2.92546, 0.05867]], "forces_ev_per_angstrom": [[0.50, -0.44, 0.28], [0.10, -1.52, -1.02], [-0.36, -0.18, 0.49], [0.33, 2.85, 0.07], [-1.23, -2.22, -0.98], [-2.34, 0.38, 0.84], [-1.39, 0.36, 2.51], [0.12, 1.62, -1.02], [-1.10, 0.12, -0.29], [-0.69, 0.05, 0.03], [0.33, 0.34, 0.56], [1.75, -0.49, 0.08], [0.00, -0.26, -0.98], [2.15, -0.88, -1.84], [0.59, 0.01, 0.26], [0.18, 0.59, 0.79], [-0.33, -0.38, 0.12], [0.62, 0.44, 0.05], [0.78, -0.38, 0.05]]}

***

No. 5
{"formula": "C6H10O2S", "method": "ωB97M-V/def2-TZVPD", "e_tot_ha": -783.04729, "spin_multiplicity": 3, "e_homo_ev": [-6.19, -9.02], "species": ["C", "C", "C", "C", "C", "C", "O", "O", "S", "H", "H", "H", "H", "H", "H", "H", "H", "H", "H"], "xyz": [[-0.51700, -1.29432, 0.98400], [-1.54823, -0.59542, 0.79126], [-0.15684, 1.05094, -0.66534], [-2.47224, -1.17651, -0.36404], [1.71524, 1.40071, 1.13561], [1.29971, 1.18912, -0.38381], [0.40683, -1.99030, 1.11962], [-0.46598, 0.35413, -1.68946], [2.40174, -0.15992, -1.10719], [-1.77963, 0.31662, 1.29372], [-2.03353, -2.24546, -0.49225], [-3.40751, -1.16611, 0.11381], [-2.36960, -0.52678, -1.22747], [1.42087, 2.34665, 1.52215], [2.77938, 1.10162, 1.06853], [1.14164, 0.63576, 1.68953], [1.62678, 2.02675, -0.94646], [0.35808, -0.08634, -2.08247], [1.60029, -1.18115, -0.75974]], "forces_ev_per_angstrom": [[2.02, -1.39, 1.11], [-2.94, 0.58, -1.57], [2.49, 0.53, 1.66], [2.98, -0.87, 1.52], [-0.47, -2.37, -2.03], [0.12, 0.65, 2.01], [0.33, -0.21, -0.05], [-0.67, -1.92, -3.59], [-1.05, 0.17, -0.09], [0.00, 0.23, 0.28], [-1.34, 1.77, -0.40], [-1.58, -0.42, -0.09], [-0.29, -0.43, -0.10], [0.31, 0.94, 0.17], [-0.50, 0.83, 1.06], [0.58, 0.24, 0.03], [0.82, 1.01, -0.58], [-1.10, 0.77, 0.44], [0.30, -0.12, 0.21]]}

***

No. 6
{"formula": "C6H10O3", "method": "ωB97M-V/def2-TZVPD", "e_tot_ha": -460.26944, "smiles": "CC1(C)C(=O)[C@@H](O)[C@@H]1O", "e_homo_ev": -9.45, "species": ["C", "C", "C", "C", "O", "C", "O", "C", "O", "H", "H", "H", "H", "H", "H", "H", "H", "H", "H"], "xyz": [[-1.39219, -0.49045, 0.61870], [-0.19126, 0.26583, 0.15202], [0.05668, 1.52887, 1.05968], [-0.16037, 0.60302, -1.42236], [-0.27746, 1.63072, -2.05914], [0.56825, -0.59330, -1.84810], [1.30377, -0.49197, -3.03106], [1.01737, -0.64270, -0.12003], [0.88063, -1.89592, 0.38868], [-1.37411, -0.30254, 1.72337], [-1.49890, -1.52297, 0.32140], [-2.31623, -0.00755, 0.40014], [-0.83220, 2.16400, 1.12733], [0.98816, 2.06084, 0.82247], [0.15271, 1.26340, 2.10275], [-0.18581, -1.35868, -1.88633], [1.23445, 0.50070, -3.27856], [1.98132, -0.22355, 0.13527], [1.62293, -2.38610, 0.05662]], "forces_ev_per_angstrom": [[-0.49, 0.62, 1.99], [0.59, 1.71, -1.35], [-0.03, -0.76, -0.35], [0.07, 1.45, 0.89], [-0.09, -0.56, 0.70], [0.62, 0.45, 1.28], [-0.28, 2.02, 0.35], [-0.64, 0.65, -2.33], [-0.29, -0.90, 0.65], [-0.02, -1.25, -0.55], [0.36, -0.22, 0.20], [-0.68, 0.66, -0.82], [0.25, 0.22, -0.80], [-0.57, 0.11, -0.32], [0.30, -0.75, 0.35], [-0.03, -1.07, -0.02], [0.21, -2.15, 0.46], [0.26, 0.49, -0.30], [0.47, -0.71, -0.02]]}